Entry 1:
The following is a quantum chemistry calculation of a structure of composition C12H6Cl3IrO7S6Sb, from the Open Molecules 2025 dataset.

Properties
Energy: -138830.08796 eV
Multiplicity: 6
Total charge: -2
Energy above the lowest of the compared OMol25 structures with the same formula, charge and spin: 25.8 kcal/mol

Last column: Löwdin charge in e.
Cartesian coordinates (Å):
1 Ir 0.03754 -0.40933 0.06796  1.096
2 S -4.48491 2.53588 3.36443  -0.413
3 Sb -3.66385 3.08419 1.29913  0.212
4 S 0.40253 1.78440 -1.28486  0.034
5 S -1.04422 0.68421 -2.00375  0.122
6 S -5.28445 3.86124 -0.11206  -0.490
7 O 0.12390 0.23836 4.06699  -0.300
8 S -0.54460 -0.21509 2.87825  0.466
9 O -0.70805 0.81229 1.81637  -0.468
10 O 0.08836 -1.39289 2.24442  -0.420
11 C -2.20600 -0.66114 3.36250  -0.230
12 C -2.43184 -0.68838 4.73003  -0.067
13 C -3.68652 -0.98336 5.23632  -0.082
14 C -4.72651 -1.25763 4.36989  -0.081
15 C -4.50583 -1.24115 3.00319  -0.072
16 C -3.25470 -0.94518 2.48332  -0.229
17 S -3.21993 -0.86837 0.69199  0.454
18 O -4.27480 -1.74335 0.24912  -0.303
19 O -3.36222 0.53090 0.34708  -0.488
20 O -1.89188 -1.40971 0.27448  -0.496
21 H -1.61141 -0.44240 5.38742  0.104
22 H -3.84835 -0.97072 6.30660  0.099
23 H -5.72047 -1.45994 4.74779  0.102
24 H -5.31059 -1.44377 2.31222  0.112
25 Cl 6.05996 -4.34861 0.86547  0.611
26 C 4.63922 -3.51962 0.27072  -0.683
27 C 4.31074 -2.27842 0.77686  -0.146
28 C 3.18777 -1.63048 0.29766  -0.558
29 Cl 2.83001 -0.05001 0.92659  0.729
30 C 2.33391 -2.18040 -0.68478  -0.478
31 O 1.27686 -1.59588 -1.16369  -0.295
32 C 2.73853 -3.44915 -1.16211  -0.585
33 Cl 1.76160 -4.19749 -2.38236  0.693
34 C 3.85891 -4.11333 -0.70463  -0.151
35 H 4.91847 -1.81125 1.53855  0.102
36 H 4.11211 -5.08524 -1.10281  0.098



Entry 2:
The following is a quantum chemistry calculation of the molecule C2H4N2O, from the Open Molecules 2025 dataset.

Properties
Energy: -7166.38630 eV
Energy above the lowest of the compared OMol25 structures with the same formula, charge and spin: 2.2 kcal/mol

Last column: Löwdin charge in e.
Cartesian coordinates (Å):
1 H -1.89850 1.08983 1.70758  0.045
2 N -0.97967 0.65497 1.67946  0.092
3 C -0.55792 0.57049 0.48958  -0.299
4 N 0.68721 0.00089 0.23035  0.052
5 C 0.91870 -0.79779 -0.86892  -0.342
6 O 1.80553 -1.61405 -0.93753  0.044
7 H -1.07774 0.91692 -0.41174  0.126
8 H 1.23832 -0.21546 1.05417  0.149
9 H 0.19868 -0.61253 -1.68719  0.133



Entry 3:
The following is a quantum chemistry calculation of a structure of composition C37H33PtS4Sb2, from the Open Molecules 2025 dataset.

Properties
Energy: -98569.23028 eV
Total charge: -1
Energy above the lowest of the compared OMol25 structures with the same formula, charge and spin: 33.1 kcal/mol

Last column: Löwdin charge in e.
Cartesian coordinates (Å):
1 Pt 1.53627 -0.33057 1.10493  0.159
2 C 0.21911 3.09934 -0.68326  -0.358
3 C 1.12704 2.75404 -1.87663  -0.343
4 C 1.56793 1.30391 -2.12263  -0.376
5 Sb 0.41087 -0.29201 -1.27388  1.441
6 C -1.57552 0.27902 -1.90140  -0.343
7 C -1.78203 1.07834 -3.02630  -0.131
8 C -3.06358 1.43195 -3.42190  -0.092
9 C -4.16042 0.98611 -2.69357  -0.097
10 C -3.96725 0.19055 -1.57557  -0.090
11 C -2.68118 -0.15726 -1.18124  -0.132
12 C 0.74028 -1.75189 -2.79393  -0.335
13 C 0.81879 -3.10482 -2.47136  -0.112
14 C 0.97073 -4.05659 -3.47042  -0.081
15 C 1.04039 -3.66657 -4.79943  -0.099
16 C 0.95250 -2.32119 -5.13070  -0.098
17 C 0.79801 -1.37023 -4.13133  -0.133
18 Sb 0.44330 2.11622 1.24421  1.380
19 C -1.66655 1.77063 1.49796  -0.383
20 C -2.08851 0.59307 2.10581  -0.149
21 C -3.44206 0.36039 2.33273  -0.092
22 C -4.38305 1.30142 1.94025  -0.105
23 C -3.96909 2.48204 1.33389  -0.095
24 C -2.61923 2.71484 1.12337  -0.128
25 C 0.38563 3.82652 2.52564  -0.353
26 C -0.29244 3.74631 3.73867  -0.118
27 C -0.34345 4.84367 4.58524  -0.089
28 C 0.28333 6.03092 4.22929  -0.101
29 C 0.96893 6.11474 3.02716  -0.097
30 C 1.02564 5.01249 2.18289  -0.129
31 H -0.82309 2.87590 -0.92119  0.026
32 H 0.25874 4.17890 -0.52035  0.048
33 H 2.02948 3.36904 -1.82930  0.100
34 H 0.58085 3.10699 -2.75779  0.089
35 H 2.50895 1.11287 -1.59858  0.000
36 H 1.74276 1.15250 -3.18817  0.043
37 H -0.93430 1.44162 -3.59733  0.088
38 H -3.20804 2.05652 -4.29522  0.097
39 H -5.16253 1.26306 -2.99760  0.096
40 H -4.81477 -0.15413 -0.99676  0.101
41 H -2.54511 -0.76435 -0.29402  0.092
42 H 0.77853 -3.42255 -1.43486  0.090
43 H 1.04798 -5.10206 -3.19934  0.103
44 H 1.16811 -4.40803 -5.57870  0.096
45 H 1.00561 -2.01188 -6.16756  0.096
46 H 0.73470 -0.32324 -4.40496  0.079
47 H -1.34998 -0.15363 2.38609  0.065
48 H -3.75652 -0.56075 2.80896  0.102
49 H -5.43732 1.11787 2.11020  0.096
50 H -4.69742 3.22290 1.02747  0.098
51 H -2.31151 3.65229 0.67047  0.100
52 H -0.79233 2.82765 4.02390  0.101
53 H -0.87250 4.76945 5.52713  0.100
54 H 0.24129 6.88622 4.89203  0.096
55 H 1.46880 7.03382 2.74743  0.098
56 H 1.57997 5.08666 1.25387  0.094
57 S 3.77275 0.81950 0.89154  -0.163
58 S 4.88681 -0.28563 2.19990  -0.157
59 S 3.57679 -1.26489 3.63453  -0.137
60 S 1.66960 -0.52923 3.47710  -0.127
61 C 0.28908 -5.80956 1.97307  -0.108
62 C -0.21942 -4.55488 2.37078  -0.096
63 C 0.39791 -3.40035 1.97931  -0.075
64 C 1.56306 -3.41348 1.16789  -0.208
65 C 2.19921 -2.21333 0.70768  -0.405
66 C 3.27319 -2.35093 -0.14338  -0.188
67 C 3.76883 -3.60794 -0.54345  -0.088
68 C 3.18174 -4.75714 -0.10338  -0.067
69 C 2.05813 -4.68301 0.75408  -0.187
70 C 1.40087 -5.86468 1.18458  -0.060
71 H -0.20305 -6.72127 2.29053  0.090
72 H -1.09993 -4.50492 3.00040  0.092
73 H 0.02198 -2.44063 2.30006  0.031
74 H 3.78715 -1.45727 -0.48029  0.037
75 H 4.62665 -3.64750 -1.20501  0.100
76 H 3.55001 -5.73220 -0.40417  0.100
77 H 1.80389 -6.81969 0.86393  0.101



Entry 4:
The following is a quantum chemistry calculation of the ion C4H7O3 with charge -1, from the Open Molecules 2025 dataset.

Properties
Energy: -10404.10386 eV
Total charge: -1
Energy above the lowest of the compared OMol25 structures with the same formula, charge and spin: 40.7 kcal/mol

Last column: Löwdin charge in e.
Cartesian coordinates (Å):
1 O -1.32232 -1.13817 0.91780  -0.096
2 C -0.75137 -1.62850 -0.08315  -0.752
3 O -0.82224 -2.74413 -0.67087  -0.100
4 C 0.16056 -0.56748 -0.63057  -0.167
5 C 0.55433 0.54977 0.31436  -0.230
6 C 0.87556 1.81285 -0.42575  -0.210
7 O 0.96100 2.97147 0.54933  -0.113
8 H 1.04900 -1.10843 -1.13252  0.130
9 H -0.30619 -0.25524 -1.53107  0.087
10 H -0.28704 0.63981 1.10824  0.144
11 H 1.28043 0.34102 0.93307  0.052
12 H 1.82515 1.72587 -1.06486  0.121
13 H 0.01613 2.21380 -1.14441  0.139
14 H 0.85646 2.72994 1.41213  -0.006



Entry 5:
The following is a quantum chemistry calculation of a structure of composition C13H34CoO5, from the Open Molecules 2025 dataset.

Properties
Energy: -61895.46174 eV
Multiplicity: 4
Energy above the lowest of the compared OMol25 structures with the same formula, charge and spin: 0.0 kcal/mol

Last column: Löwdin charge in e.
Cartesian coordinates (Å):
1 Co -0.28822 -0.47410 -0.07824  0.783
2 C -2.60582 0.32097 2.60801  -0.104
3 C -1.88739 1.44732 1.92267  -0.466
4 O -1.16862 1.06841 0.81423  -0.343
5 H -3.20680 0.61790 3.47401  0.067
6 H -1.94604 -0.51798 2.84502  0.060
7 H -3.37755 -0.12508 1.96440  0.067
8 H -1.29036 2.05336 2.63572  0.087
9 H -2.62091 2.23612 1.64894  0.094
10 C 0.97017 -2.85587 2.57066  -0.100
11 C -0.10926 -3.28743 1.56844  -0.414
12 O -0.50896 -2.35295 0.59951  -0.348
13 H 0.47849 -2.22349 3.31402  0.067
14 H 1.81972 -2.38142 2.08847  0.051
15 H 1.34677 -3.70762 3.14319  0.069
16 H -1.05249 -3.40059 2.12514  0.096
17 H 0.19382 -4.27530 1.19167  0.091
18 C -4.05628 -0.68776 -2.56050  -0.042
19 C -2.72834 0.04181 -2.40505  -0.445
20 C -2.87240 1.42753 -1.84043  -0.056
21 O -1.83199 -0.75069 -1.58172  -0.100
22 H -3.87210 -1.73377 -2.82063  0.083
23 H -4.62253 -0.22638 -3.36973  0.085
24 H -4.65666 -0.65661 -1.65142  0.091
25 H -2.22104 0.11207 -3.37506  0.129
26 H -1.90968 1.93509 -1.74609  0.076
27 H -3.27490 1.45970 -0.82664  0.081
28 H -3.51631 2.01633 -2.49749  0.086
29 H -2.23282 -1.62267 -1.48960  0.094
30 C 1.85025 1.07135 3.23600  -0.036
31 C 2.04101 1.27931 1.72730  -0.430
32 C 3.51994 1.44225 1.32259  -0.036
33 O 1.51162 0.14190 1.01078  -0.114
34 H 0.76069 1.00472 3.35348  0.074
35 H 2.13802 1.90434 3.87040  0.084
36 H 2.24232 0.09946 3.53994  0.082
37 H 1.43375 2.15142 1.48330  0.138
38 H 3.99684 0.46514 1.27299  0.082
39 H 4.03211 2.10883 2.01690  0.079
40 H 3.55744 1.87946 0.32541  0.060
41 H 1.73778 -0.59759 1.59069  0.055
42 C 3.28369 0.15861 -2.31330  -0.031
43 C 1.75240 0.41025 -2.26566  -0.448
44 C 1.19713 0.78830 -3.63755  -0.047
45 O 1.06809 -0.72373 -1.74938  -0.085
46 H 3.58015 -0.11484 -3.32791  0.075
47 H 3.56269 -0.63770 -1.62931  0.081
48 H 3.77791 1.08799 -2.04046  0.072
49 H 1.60026 1.27768 -1.62320  0.134
50 H 0.13673 1.04945 -3.64902  0.069
51 H 1.39959 0.04593 -4.41400  0.085
52 H 1.64634 1.71211 -4.02258  0.089
53 H 1.22178 -1.46151 -2.34893  0.128



Q: Look up the energy above the lowest of the compared OMol25 structures with the same formula, charge and spin of the third one.
A: 33.1 kcal/mol



Copy entry 1 word for word.
The following is a quantum chemistry calculation of a structure of composition C12H6Cl3IrO7S6Sb, from the Open Molecules 2025 dataset.

Properties
Energy: -138830.08796 eV
Multiplicity: 6
Total charge: -2
Energy above the lowest of the compared OMol25 structures with the same formula, charge and spin: 25.8 kcal/mol

Last column: Löwdin charge in e.
Cartesian coordinates (Å):
1 Ir 0.03754 -0.40933 0.06796  1.096
2 S -4.48491 2.53588 3.36443  -0.413
3 Sb -3.66385 3.08419 1.29913  0.212
4 S 0.40253 1.78440 -1.28486  0.034
5 S -1.04422 0.68421 -2.00375  0.122
6 S -5.28445 3.86124 -0.11206  -0.490
7 O 0.12390 0.23836 4.06699  -0.300
8 S -0.54460 -0.21509 2.87825  0.466
9 O -0.70805 0.81229 1.81637  -0.468
10 O 0.08836 -1.39289 2.24442  -0.420
11 C -2.20600 -0.66114 3.36250  -0.230
12 C -2.43184 -0.68838 4.73003  -0.067
13 C -3.68652 -0.98336 5.23632  -0.082
14 C -4.72651 -1.25763 4.36989  -0.081
15 C -4.50583 -1.24115 3.00319  -0.072
16 C -3.25470 -0.94518 2.48332  -0.229
17 S -3.21993 -0.86837 0.69199  0.454
18 O -4.27480 -1.74335 0.24912  -0.303
19 O -3.36222 0.53090 0.34708  -0.488
20 O -1.89188 -1.40971 0.27448  -0.496
21 H -1.61141 -0.44240 5.38742  0.104
22 H -3.84835 -0.97072 6.30660  0.099
23 H -5.72047 -1.45994 4.74779  0.102
24 H -5.31059 -1.44377 2.31222  0.112
25 Cl 6.05996 -4.34861 0.86547  0.611
26 C 4.63922 -3.51962 0.27072  -0.683
27 C 4.31074 -2.27842 0.77686  -0.146
28 C 3.18777 -1.63048 0.29766  -0.558
29 Cl 2.83001 -0.05001 0.92659  0.729
30 C 2.33391 -2.18040 -0.68478  -0.478
31 O 1.27686 -1.59588 -1.16369  -0.295
32 C 2.73853 -3.44915 -1.16211  -0.585
33 Cl 1.76160 -4.19749 -2.38236  0.693
34 C 3.85891 -4.11333 -0.70463  -0.151
35 H 4.91847 -1.81125 1.53855  0.102
36 H 4.11211 -5.08524 -1.10281  0.098



Q: energy above the lowest of the compared OMol25 structures with the same formula, charge and spin of number 4 (C4H7O3)?
A: 40.7 kcal/mol